The following is a quantum chemistry calculation of 2 unconnected molecules or ions with the total composition C3H12N3 in a non-equilibrium geometry, from OMol25.

Orbital gap (spin up / spin down): 3.960 / 9.641 eV
Spin multiplicity: 2
<S²>: 0.75
Molar mass: 90.1 g mol⁻¹
E_tot: -7771.378 eV
Highest occupied orbital energy (spin up / spin down): -3.3 / -9.1 eV
Relative energy (zero: lowest compared OMol25 entry of this formula, charge and spin): 247.6 kJ/mol
LUMO level (spin up / spin down): 0.64 / 0.57 eV

XYZ file:
```
18
Properties=species:S:1:pos:R:3:forces:R:3
C 1.660807 -0.230370 -0.923613 -0.791 -2.169 -3.340
C 0.758859 -0.545337 -1.963443 2.154 1.662 3.058
N -0.638611 -0.208112 -1.690651 0.762 0.356 0.498
N 2.964310 -0.771582 -0.882301 -0.814 0.858 0.103
H 1.345639 0.365499 -0.079831 0.039 -0.204 0.124
H 0.957060 -0.955905 -2.936758 0.219 -0.278 0.174
H -1.293647 -0.949593 -1.973039 -0.746 -0.831 -0.332
H -0.748663 -0.089818 -0.673628 -0.275 -0.036 0.057
H -0.970659 0.660029 -2.125938 -0.223 0.559 -0.528
H 3.392962 -0.986719 -1.767281 -0.190 -0.154 -0.166
H 3.621114 -0.299021 -0.286583 -0.051 0.179 0.151
C -1.480385 0.323541 1.686749 -0.590 -0.042 -0.223
N -2.037310 0.839984 2.926368 0.303 0.131 0.304
H -0.408540 0.490852 1.550488 0.164 0.039 -0.023
H -2.025231 0.787687 0.857733 0.171 -0.020 0.034
H -1.680351 -0.746292 1.609991 0.100 -0.030 0.033
H -1.514750 0.471307 3.713219 -0.121 -0.033 0.043
H -1.902604 1.843850 2.958518 -0.112 0.014 0.035
```
Forces are in eV/Å.

---

The following is a quantum chemistry calculation of a molecular structure, C2H14IO6 in a non-equilibrium geometry, from OMol25.

Orbital gap: 8.003 eV
Total charge: -1
Molar mass: 261.0 g mol⁻¹
E_tot: -22684.085 eV
Highest occupied orbital energy: -4.7 eV
Relative energy (zero: lowest compared OMol25 entry of this formula, charge and spin): 589.5 kJ/mol
LUMO level: 3.26 eV

XYZ file:
```
23
Properties=species:S:1:pos:R:3:forces:R:3
I 0.522338 -1.606109 0.265423 -0.607 -7.296 0.815
O -0.998532 -0.774179 2.361903 -1.854 0.991 2.919
H -0.549022 0.067421 2.285143 0.044 -0.142 0.240
H -0.601082 -1.321209 1.684383 -0.766 -0.214 0.895
O -2.139062 -0.515789 -0.544397 -1.963 0.487 -0.648
H -2.224692 -1.257419 -1.143477 0.136 -0.217 -0.036
H -1.243952 -0.578599 -0.211147 -0.027 -0.051 0.089
O 2.697748 -0.544999 -0.957777 2.918 -0.119 -1.340
H 2.657588 -0.372689 -0.017067 0.082 0.218 -0.140
H 1.783968 -0.654479 -1.220927 0.705 0.170 -0.653
O 2.404158 -3.641869 -0.519607 1.204 -1.881 -0.640
H 2.009858 -2.776709 -0.408937 0.405 0.094 -0.245
H 2.803078 -3.834139 0.328993 0.066 -0.003 0.166
C -0.005212 1.645521 0.283183 -0.917 0.625 -0.532
C -1.130772 2.216091 -0.627947 0.113 -1.054 -0.399
O -2.241562 2.523301 0.165523 -0.626 1.462 1.101
O 0.913518 0.904391 -0.456557 -0.088 4.900 -0.571
H -0.515842 1.065831 1.052153 -0.270 -0.330 -0.497
H 0.515218 2.364091 0.916363 0.051 0.772 -0.446
H -1.570212 1.466381 -1.285927 1.216 -0.633 -0.150
H -0.809102 3.001441 -1.311947 0.307 0.656 0.389
H -2.998612 2.630011 -0.415067 -0.009 -0.097 0.125
H 0.720188 -0.006289 -0.222277 -0.120 1.662 -0.441
```
Forces are in eV/Å.

---

The following is a quantum chemistry calculation of 2 unconnected molecules or ions with the total composition C3H11NO3 in a non-equilibrium geometry, from OMol25.

Orbital gap: 9.985 eV
SMILES: OCCNCO.O
Molar mass: 109.1 g mol⁻¹
E_tot: -10920.474 eV
Highest occupied orbital energy: -9.3 eV
Relative energy (zero: lowest compared OMol25 entry of this formula, charge and spin): 244.3 kJ/mol
LUMO level: 0.71 eV

XYZ file:
```
18
Properties=species:S:1:pos:R:3:forces:R:3
O 1.808725 -0.395848 -1.337302 0.671 0.585 0.051
C 1.104715 -1.421193 -0.655158 0.732 -0.451 0.403
C -0.298012 -1.033428 -0.270134 -1.129 -0.629 1.751
N -0.401625 0.392524 -0.017169 -0.496 1.010 0.187
C -1.765617 0.922934 0.208929 -2.036 0.385 -1.017
O -1.967981 2.227170 -0.393111 -0.317 0.240 -1.013
H 2.404329 0.164333 -0.784306 -0.986 -1.121 -0.202
H 1.527233 -1.756106 0.266047 1.227 0.292 0.592
H 1.136011 -2.329118 -1.274721 -0.307 0.472 -0.212
H -0.585075 -1.526599 0.714613 0.474 0.189 -1.181
H -0.942614 -1.484418 -1.011862 -0.938 0.540 -0.494
H 0.043645 0.854435 -0.805240 -0.367 0.385 0.092
H -2.168996 1.127238 1.272781 1.432 -1.154 -1.248
H -2.478203 0.274515 -0.363846 0.340 -0.071 0.978
H -2.753251 2.275850 -1.020356 1.686 -0.617 1.351
O 1.759246 0.243046 2.030400 0.292 -0.901 0.668
H 2.516169 0.785442 1.878048 0.886 0.544 0.047
H 1.061303 0.679226 1.562388 -1.165 0.302 -0.752
```
Forces are in eV/Å.

---

The following is a quantum chemistry calculation of 2 unconnected molecules or ions with the total composition C2H8O2 in a non-equilibrium geometry, from OMol25.

Orbital gap: 10.953 eV
SMILES: CO.CO
Molar mass: 64.1 g mol⁻¹
E_tot: -6297.348 eV
Highest occupied orbital energy: -10.3 eV
Relative energy (zero: lowest compared OMol25 entry of this formula, charge and spin): 102.5 kJ/mol
LUMO level: 0.70 eV

XYZ file:
```
12
Properties=species:S:1:pos:R:3:forces:R:3
C 4.035738 -1.862359 0.717490 -0.680 0.205 -1.237
O 3.238589 -2.297499 1.786269 -0.536 -0.253 1.187
H 5.108418 -1.782869 0.961730 -0.649 -0.193 0.393
H 3.678369 -0.875930 0.377140 0.370 -0.194 -0.092
H 3.915398 -2.584109 -0.107860 0.339 0.350 -0.037
H 2.277209 -2.235259 1.606569 1.155 0.084 -0.217
C -2.432599 -2.733119 -2.202409 0.392 -0.145 1.491
O -1.891749 -3.867249 -2.863429 -1.027 -0.582 -1.005
H -2.105769 -1.762169 -2.611119 0.022 -0.671 -0.231
H -1.993489 -2.857929 -1.198320 -0.515 0.856 0.094
H -3.531429 -2.722759 -2.107049 0.381 -0.125 -0.252
H -2.572969 -4.571538 -2.846199 0.748 0.668 -0.095
```
Forces are in eV/Å.

---

The following is a quantum chemistry calculation of a molecular structure, C13H7IrN3O7S in a non-equilibrium geometry, from OMol25.

Orbital gap (spin up / spin down): 7.710 / 6.343 eV
Spin multiplicity: 2
<S²>: 0.76
Molar mass: 541.5 g mol⁻¹
E_tot: -46063.991 eV
Highest occupied orbital energy (spin up / spin down): -9.4 / -9.6 eV
Relative energy (zero: lowest compared OMol25 entry of this formula, charge and spin): 0.0 kJ/mol
LUMO level (spin up / spin down): -1.74 / -3.25 eV

XYZ file:
```
32
Properties=species:S:1:pos:R:3:forces:R:3
Ir -0.432590 0.614956 1.710344 -1.014 -0.687 -1.262
C -2.453755 1.232110 2.166250 -0.690 0.749 -0.029
C -1.561822 1.698463 3.172702 0.358 0.223 0.521
C -0.994783 0.542965 3.818991 -0.118 -0.272 -0.064
C -1.547241 -0.625262 3.192125 0.667 0.365 0.482
C -2.444687 -0.175066 2.194015 -0.242 -0.306 -0.218
H -2.978388 1.850300 1.455655 -0.087 -0.011 0.050
H -1.275403 2.716231 3.386746 -0.201 0.057 -0.002
H -0.297099 0.536906 4.640463 0.107 0.106 -0.083
H -1.299619 -1.643862 3.439979 -0.030 -0.036 -0.099
H -2.932054 -0.809302 1.470895 0.010 0.001 -0.008
O -0.175138 2.978416 -1.643340 0.013 -0.006 -0.130
C -0.049402 1.996692 -0.955467 0.005 0.289 0.304
O -0.114993 2.095098 0.367202 -0.164 -0.411 0.478
C 0.283853 0.671292 -1.549891 0.233 -0.110 -0.306
C 0.961187 0.670385 -2.755708 0.003 -0.055 0.018
C 1.341268 -0.533723 -3.321833 0.113 0.149 -0.204
C 1.091675 -1.744159 -2.718091 -0.060 -0.082 0.204
C 0.422692 -1.733438 -1.509501 -0.032 0.081 -0.149
C -0.049098 -0.540142 -0.933788 -0.289 -0.250 0.203
O -0.883598 -0.588092 0.093972 0.722 0.289 0.051
N 0.243514 -3.020486 -0.826476 0.394 -0.043 0.062
O 0.228647 -4.018157 -1.517260 -0.202 0.011 -0.019
O 0.219719 -3.021331 0.389926 -0.102 0.042 -0.016
N 2.057426 -0.526742 -4.609419 -0.014 0.020 0.033
O 2.399912 -1.598438 -5.066328 -0.008 -0.011 0.009
O 2.258124 0.549433 -5.131258 0.000 0.005 0.004
H 1.179514 1.609008 -3.244108 0.009 -0.012 -0.012
H 1.419372 -2.669832 -3.165397 -0.009 -0.014 0.005
S 1.795711 -0.133900 1.727056 0.430 -0.298 -0.009
C 1.880601 1.315898 2.564912 -0.096 0.252 0.204
N 1.706456 2.303778 3.156635 0.293 -0.036 -0.017
```
Forces are in eV/Å.

---

The following is a quantum chemistry calculation of a molecular structure, C27H44BrNOP2PdS in a non-equilibrium geometry, from OMol25.

Orbital gap: 5.521 eV
Molar mass: 679.0 g mol⁻¹
E_tot: -135180.440 eV
Highest occupied orbital energy: -5.3 eV
Relative energy (zero: lowest compared OMol25 entry of this formula, charge and spin): 377.6 kJ/mol
LUMO level: 0.27 eV

XYZ file:
```
78
Properties=species:S:1:pos:R:3:forces:R:3
C 2.604149 4.838125 -0.387337 0.983 -0.626 -0.252
C 1.546715 4.087366 -0.928822 0.750 0.560 -0.653
C 1.567147 3.802724 -2.311244 1.089 -0.604 0.190
C 2.757142 4.043501 -3.035211 -1.128 0.040 1.041
N 3.820592 4.615338 -2.467743 0.139 0.372 -0.170
C 3.740923 5.046969 -1.202657 -0.910 -0.317 0.218
C 0.535744 3.531092 -0.108917 -0.218 -0.376 -0.106
C -0.301193 2.846486 0.428991 -0.582 1.108 0.661
C -1.555995 2.511079 1.031767 -1.869 -0.949 0.309
C -1.809904 1.152170 1.424196 0.553 1.092 1.022
C -3.099153 0.617834 1.611151 0.283 1.134 -0.917
C -4.102913 1.502008 1.211778 -1.221 0.054 0.791
C -3.967282 2.931758 1.157233 0.610 -0.769 -0.423
C -2.655516 3.458431 1.040190 0.798 -1.129 -0.507
Pd -0.953748 -0.518611 0.408380 1.649 -0.032 -0.266
P 1.419192 -0.467578 0.213822 -2.334 0.554 0.850
H 0.789459 3.162555 -2.726433 0.042 0.407 -0.033
H 2.658596 5.039217 0.693979 -0.181 0.086 -0.688
H 2.810984 3.703563 -4.075283 0.255 0.246 0.374
H 4.634367 5.524356 -0.782919 -0.347 -0.164 -0.242
H -2.389614 4.524785 0.806537 -0.706 -1.147 0.452
H -0.912497 0.548271 1.824388 -0.452 0.802 -0.205
H -4.852019 3.593601 1.159247 0.597 -0.620 -0.253
H -3.216405 -0.440385 1.889673 -0.271 0.851 -0.040
C 1.948755 -2.195573 0.542319 0.408 0.437 0.024
C 3.210913 -2.647597 -0.161937 0.318 -0.614 0.138
H 1.106014 -2.844582 0.253970 0.171 0.382 0.155
H 2.026680 -2.281404 1.637111 -0.010 0.021 -0.292
H 3.390097 -3.686696 0.133970 0.251 0.013 -0.231
H 3.113639 -2.615438 -1.252983 -0.014 -0.006 0.171
H 4.088918 -2.059556 0.120457 -0.126 -0.094 -0.057
C 1.687807 -0.065220 -1.522091 0.245 -0.120 -0.140
C 3.101791 0.295034 -1.894428 0.488 0.034 -0.728
H 1.013334 0.774487 -1.735140 0.048 -0.192 0.037
H 1.312193 -0.923703 -2.094077 0.156 0.231 0.060
H 3.178299 0.284724 -2.981502 0.288 0.149 -0.143
H 3.373900 1.296126 -1.552776 -0.021 -0.047 0.019
H 3.837394 -0.410819 -1.502159 -0.110 0.079 -0.125
C 2.408949 0.786334 1.133616 0.460 -0.581 -0.197
C 3.889345 0.453811 1.310909 0.155 0.457 0.268
H 1.940572 0.946696 2.117555 0.120 -0.169 -0.474
H 2.271102 1.726600 0.575792 0.062 -0.336 0.162
H 4.304959 1.235326 1.959376 0.347 -0.308 -0.028
H 4.034000 -0.532027 1.776495 -0.025 0.350 -0.006
H 4.437809 0.465518 0.361955 -0.129 0.008 0.295
Br -5.817231 0.557222 0.835804 0.805 1.028 0.337
P -1.976301 -1.825975 -1.039340 2.303 1.561 2.465
C -0.763017 -2.560094 -2.154835 -0.401 -0.437 -0.377
C -1.309559 -3.837018 -2.752792 0.582 -0.249 -0.691
H 0.201931 -2.737136 -1.658921 -0.451 0.015 0.049
H -0.563397 -1.796646 -2.920675 -0.080 -0.206 0.098
H -0.516399 -4.260354 -3.382230 -0.422 -0.407 -0.023
H -1.596471 -4.544293 -1.970775 0.176 -0.066 -0.152
H -2.198760 -3.633877 -3.353902 0.135 -0.115 -0.065
C -2.853789 -3.024202 -0.015746 -0.410 -0.303 -0.655
C -4.216900 -3.356741 -0.566211 -0.326 -0.605 0.341
H -2.928521 -2.634390 1.006595 0.087 0.018 -0.351
H -2.191196 -3.898091 0.040982 -0.182 0.042 0.006
H -4.697798 -3.987782 0.177793 -0.566 -0.120 -0.173
H -4.817932 -2.461373 -0.735959 -0.009 -0.029 0.140
H -4.146142 -3.895817 -1.509420 -0.040 -0.092 -0.051
C -2.839411 -0.545621 -1.920994 -0.674 -0.480 -0.823
C -3.263125 -1.044706 -3.270749 -0.676 0.553 -0.680
H -2.170398 0.310145 -2.020198 0.119 -0.135 0.124
H -3.659030 -0.193917 -1.301787 -0.283 -0.060 0.035
H -3.863482 -0.273315 -3.732677 -0.287 0.078 -0.595
H -2.415576 -1.257407 -3.917323 0.103 0.072 -0.062
H -3.845033 -1.955169 -3.202943 -0.287 -0.150 0.022
C 0.617345 -1.629121 5.284648 -0.354 0.660 0.141
S -0.507604 -0.802961 4.130518 0.755 -0.642 -0.938
C 0.218194 0.878756 4.135331 0.391 -0.283 0.532
O -0.089025 -1.446457 2.830130 -0.417 0.292 0.657
H 0.383122 -1.142273 6.246628 0.545 -0.587 -0.016
H 1.662070 -1.494270 4.940053 -0.620 0.053 0.275
H 0.343816 -2.698705 5.247038 0.054 0.618 0.198
H 1.317861 0.719301 4.055972 -0.755 0.398 -0.030
H -0.204776 1.464238 3.287497 0.409 -0.496 0.797
H -0.038696 1.351348 5.107256 0.169 -0.192 -0.593
```
Forces are in eV/Å.